# 1
15
Properties=species:S:1:pos:R:3 method="wB97M-V/def2-TZVPD" e_lumo_ev=0.13 total_energy_ev=-89230.30059 total_charge=0 e_above_lowest_kcal_mol=50.23
Br -4.8273 -1.0359 0.2352
S -0.9734 0.7518 -0.4359
O -0.8957 2.1075 0.1142
O -2.5739 0.2063 0.0607
C -2.9944 -0.8967 -0.4573
C 1.8918 0.1240 -0.9799
C -0.0282 -0.4151 0.7460
C 1.4102 0.0887 0.4637
H -0.3452 -0.3934 1.8227
H 1.5497 1.0326 0.8957
H 2.0470 -0.6354 1.1113
H 2.9142 -0.1173 -1.2661
H -0.1581 -1.5080 0.5241
H 1.2324 -0.5112 -1.5190
H 1.7509 1.2024 -1.3155

# 2
14
Properties=species:S:1:pos:R:3 method="wB97M-V/def2-TZVPD" e_lumo_ev="-0.63 / -0.64" total_energy_ev=-87183.70808 total_charge=0 e_above_lowest_kcal_mol=44.99
Br 1.8420 -2.1368 -0.2379
S 2.4479 -0.0919 2.0088
O -0.5209 -1.0176 1.4189
C 0.9057 0.6032 -0.1642
C -1.2506 -0.6691 0.3401
C -0.4800 0.2154 -0.7014
C 1.5450 -0.4951 0.5980
H 1.5239 0.8646 -1.0308
H -2.1266 -0.0925 0.6817
H 2.6714 -1.3308 2.4561
H 0.8403 1.4658 0.4974
H -0.3764 -0.3445 -1.6333
H -1.6189 -1.5614 -0.2006
H -1.0415 1.1218 -0.9261

# 3
13
Properties=species:S:1:pos:R:3 method="wB97M-V/def2-TZVPD" spin_multiplicity=2 e_lumo_ev="-1.40 / -1.40" total_energy_ev=-29302.23191 total_charge=0 e_above_lowest_kcal_mol=32.99
Cl -3.1914 -1.6156 -0.6218
Cl -4.0306 -3.0542 -1.8299
C 0.9236 0.7210 1.4991
C 0.4403 -0.7539 -0.6217
C 0.0605 0.3624 0.2862
C 0.5756 0.6340 -1.1110
H 1.9574 0.3976 1.3620
H -1.0163 0.5064 0.4488
H -0.1276 0.9852 -1.8725
H 1.3437 -1.2873 -0.3960
H 1.5779 1.0545 -1.2187
H 0.5500 0.2500 2.4102
H 0.9368 1.7998 1.6654